C15H39O5P | wB97M-V/def2-TZVPD

Each line ends with the Mulliken charge.
Positions of all 60 atoms, in Å:
P: 0.603576 0.648459 0.189368  0.265
O: -3.878675 7.190844 -1.031044  -0.369
O: -1.904140 -1.568926 1.609328  -0.368
O: 2.945973 -3.928456 0.311186  -0.061
O: 2.038310 -6.555516 -0.688399  -0.395
O: -2.608843 4.529062 -0.831717  -0.329
C: -2.176892 4.839465 0.481346  -0.818
C: 4.424245 -0.938546 1.181596  -1.313
C: 2.459901 -5.467420 -1.500285  -0.639
C: -2.639870 7.746431 -1.439243  -0.684
C: 3.282344 -4.521941 1.554174  -0.960
C: -2.785862 -0.724411 0.879162  -0.678
C: -1.214486 -2.467326 0.770601  -0.312
C: 3.338352 -0.375448 0.193984  0.015
C: -1.171846 0.747378 -0.578420  -0.900
C: -2.228245 0.688736 0.588642  -0.315
C: 3.505154 -4.625749 -0.793664  -0.537
C: -4.241255 6.046475 -1.791948  -0.651
C: -3.998696 4.766604 -1.015094  -0.447
C: 0.769273 -6.334037 -0.097156  -0.557
C: 2.302380 0.419690 1.040324  -1.039
H: -4.520483 4.791834 -0.054161  0.379
H: 2.903576 -5.895808 -2.404186  0.412
H: 5.040117 -1.720693 0.718229  0.281
H: 0.731567 -5.374845 0.425987  0.137
H: 2.774082 1.367152 1.359364  0.429
H: 2.131005 -0.166518 1.964866  0.342
H: -1.250990 1.765073 -1.012742  0.426
H: -2.579516 4.106977 1.189018  0.299
H: -1.088835 4.782210 0.504225  0.251
H: -4.393198 3.924164 -1.591815  0.367
H: 5.009071 -0.070242 1.526408  0.428
H: -5.311489 6.130654 -2.005232  0.382
H: -2.362590 8.513494 -0.716915  0.242
H: 2.696963 -4.028937 2.330042  0.221
H: 0.008559 -0.027894 1.303503  -0.064
H: 1.057771 0.025986 -1.026549  -0.011
H: -3.707768 6.025273 -2.746369  0.343
H: 3.852065 0.248668 -0.550588  0.295
H: 2.899767 -1.266537 -0.289326  0.114
H: 3.946277 -1.356570 2.082301  0.304
H: 0.701782 2.084609 0.230968  -0.107
H: -2.478375 5.847623 0.775815  0.422
H: -3.151955 -1.231563 -0.030321  0.364
H: -2.741032 8.214440 -2.423811  0.328
H: -3.675905 -0.587923 1.522859  0.356
H: 1.607228 -4.851785 -1.801349  0.280
H: -1.850532 6.991428 -1.469113  0.284
H: 4.351951 -5.242518 -0.479983  0.399
H: -1.329498 -0.031587 -1.344633  0.472
H: -0.837356 -3.331500 1.339493  0.125
H: -1.845086 1.149113 1.513321  0.341
H: -0.327959 -1.983587 0.312300  0.061
H: -0.014969 -6.370050 -0.860446  0.329
H: 0.591099 -7.132178 0.622535  0.272
H: -1.838301 -2.877675 -0.044213  0.300
H: -3.092946 1.295244 0.254611  0.198
H: 4.345060 -4.370890 1.770198  0.297
H: 3.051247 -5.589824 1.565654  0.436
H: 3.878897 -3.870186 -1.492689  0.358

Forces on the atoms, in the same order (eV/Å):
-0.22 0.08 -0.07
0.24 -0.07 -0.13
-0.15 -0.43 -0.56
0.05 -0.23 0.11
-0.17 0.21 0.07
-0.05 0.13 0.18
0.09 -0.09 -0.03
-0.52 0.67 -0.29
0.34 -0.35 0.05
-0.08 0.07 0.08
-0.06 0.14 0.03
-0.58 0.85 0.75
0.77 -0.34 -0.31
0.46 -0.70 1.40
-0.22 0.80 1.22
-0.22 -0.47 -1.59
-0.28 0.39 -0.19
-0.33 0.08 0.36
0.22 -0.15 -0.43
0.06 -0.12 0.00
0.76 -0.47 -0.49
0.01 0.08 0.00
0.01 0.05 -0.03
0.05 0.38 0.14
-0.02 0.02 -0.03
-0.34 -0.15 -0.17
-0.10 0.28 -0.37
0.04 -0.62 -0.24
-0.01 0.08 0.11
-0.02 -0.06 -0.09
-0.06 0.01 0.00
0.22 -0.53 -0.09
0.00 -0.04 -0.04
-0.08 -0.01 0.01
0.00 0.06 -0.06
0.11 0.12 -0.03
0.25 0.07 0.24
0.06 -0.04 0.03
-0.37 -0.16 0.02
-0.15 0.53 -0.03
0.09 -0.02 -0.41
-0.14 -0.40 0.03
-0.05 -0.02 0.04
0.32 0.25 0.11
0.09 -0.03 -0.04
0.34 -0.13 -0.15
0.01 0.05 0.06
0.00 -0.01 -0.05
-0.05 -0.06 0.01
-0.04 0.31 0.29
-0.23 0.43 0.13
-0.04 -0.21 -0.21
-0.33 -0.23 0.04
-0.06 0.07 0.04
0.05 -0.03 -0.05
0.02 0.27 0.29
0.23 -0.21 0.33
0.01 -0.08 0.04
0.04 -0.01 -0.02
0.03 -0.03 -0.03

HOMO level, eV: -7.80
Total energy, eV: -35707.7822
SMILES string: CCC[PH3]CCCOC.COCCOC.COCCOC
LUMO, eV: 0.934
Orbital gap, hartree: 0.321

=====

C15H3Br4Cl5IN2O3Pd | wB97M-V/def2-TZVPD

Each line ends with the Mulliken charge.
Positions of all 34 atoms, in Å:
I: 5.511243 2.901883 -4.039577  0.068
Pd: 0.785635 -0.912443 -2.556718  0.202
Br: -1.746493 1.971113 2.920024  -0.096
Br: -2.934885 3.470302 0.120705  -0.136
Br: -5.106129 -1.834123 1.325800  -0.119
Br: -2.014004 -1.345715 3.242408  0.022
Cl: -0.820910 -3.867046 0.533661  -0.127
Cl: -1.411095 -1.115033 -0.890825  1.002
Cl: 2.153985 1.328785 2.268984  -0.197
Cl: 2.594468 -1.337080 3.845552  -0.213
Cl: 1.146756 -3.956294 2.964926  -0.213
O: -0.986444 -2.053904 -2.032367  -0.654
O: 0.226652 1.072764 0.088535  -1.008
O: -5.344068 0.913963 -0.654942  -0.338
N: 2.300938 1.447637 -1.771756  0.205
N: 2.315419 0.474890 -2.688274  -0.322
C: 1.529047 -1.296254 2.488426  0.376
C: 0.874476 -2.484908 2.109183  0.407
C: -3.365026 1.686501 0.612720  -0.209
C: -3.025633 -1.660001 -0.482064  -0.901
C: -4.410801 1.259545 -0.076605  0.555
C: -2.673990 0.927303 1.653673  0.611
C: -0.010097 -2.444430 1.052215  -0.416
C: -0.219763 -1.229061 0.394741  0.337
C: 0.430287 0.000382 0.698329  -0.187
C: -3.362172 -1.247388 0.736788  0.129
C: 3.294590 0.769295 -3.531527  -0.519
C: 3.249940 2.366919 -1.999650  -0.194
C: -2.702301 -0.409269 1.750865  -0.365
C: 3.919920 1.961296 -3.132476  -0.582
C: 1.331117 -0.116295 1.815660  0.542
H: 3.385336 3.217063 -1.354386  0.474
H: 1.569635 1.413311 -1.046658  0.405
H: 3.514368 0.126290 -4.365373  0.462

Forces on the atoms, in the same order (eV/Å):
0.00 0.01 0.00
0.21 0.03 -0.11
-0.07 -0.05 0.04
0.13 -0.08 -0.02
-0.15 -0.03 0.03
-0.32 0.16 0.19
-0.05 0.05 0.07
0.70 0.49 -0.54
0.03 0.03 0.00
0.01 0.00 0.00
0.01 -0.02 0.04
-0.03 0.04 -0.03
-0.03 0.17 -0.16
0.03 0.18 -0.19
-0.02 0.05 0.02
-0.19 -0.14 -0.12
0.06 -0.11 0.04
0.13 0.00 -0.13
-0.04 0.15 -0.13
-0.30 -0.35 0.43
-0.05 -0.33 0.34
0.17 0.10 -0.01
0.14 0.17 -0.29
-0.06 -0.45 0.17
-0.07 -0.11 0.18
-0.19 0.03 0.17
0.04 0.01 0.10
0.00 -0.02 0.03
0.00 -0.08 -0.13
0.01 -0.01 -0.02
-0.03 0.06 -0.05
0.00 0.00 -0.01
-0.06 0.04 0.09
-0.01 0.00 -0.01

HOMO level, eV: -3.97
Net charge: -1
Total energy, eV: -379081.3535
LUMO, eV: 1.782
Orbital gap, hartree: 0.211

=====

C15H40AsBaF6NO12P2 | wB97M-V/def2-TZVPD

Each line ends with the Mulliken charge.
Positions of all 78 atoms, in Å:
Ba: 2.768504 1.857185 -0.357632  1.492
As: -0.632646 3.045955 4.753598  2.027
P: -0.215286 -4.027095 -0.024282  0.788
P: -2.478286 4.255605 -3.587902  0.907
F: -1.478046 3.355645 6.285328  -0.505
F: 0.279354 2.592205 3.309228  -0.478
F: -1.612986 4.271445 3.778098  -0.540
F: 0.456284 1.952165 5.653718  -0.507
F: 0.445644 4.425015 4.937348  -0.462
F: -1.794976 1.741565 4.403468  -0.507
O: -3.792416 3.450985 -4.055342  -0.358
O: 0.013084 -5.411295 -0.809742  -0.343
O: -1.788136 -3.993985 0.208288  -0.218
O: 1.977364 5.704755 -0.257392  -0.903
O: -1.510876 3.426245 -2.782702  -0.620
O: -1.994396 4.697255 -5.125292  -0.369
O: 4.980254 3.093465 2.740548  -0.931
O: 0.437984 -2.776655 -0.541982  -0.722
O: -3.028956 5.649135 -2.929332  -0.268
O: 5.337164 -1.776265 2.601368  -0.637
O: 0.263004 -4.611645 1.489408  -0.226
O: 5.862504 3.288135 -2.418512  -0.942
N: 6.555124 -3.124185 3.877708  0.095
C: 7.120114 -3.310405 5.286448  -0.945
C: -3.084596 5.723495 -1.492632  -0.002
C: 0.153574 -3.875905 2.714828  -0.068
C: -4.713476 2.840705 -3.245702  -0.067
C: -0.759536 -6.664535 -0.515852  -0.155
C: 6.698344 -4.229895 2.970048  -0.920
C: 5.963254 -1.963975 3.648238  0.221
C: 0.801934 -4.753675 3.760168  -1.257
C: 0.201214 4.627125 -5.590802  -1.093
C: -1.226986 -7.190945 -1.862812  -1.085
C: -2.540016 -3.144265 -0.667892  -0.269
C: -0.838926 5.483455 -4.976182  -0.288
C: -3.495066 -4.042125 -1.343552  -1.044
C: -5.875966 2.196755 -4.068262  -1.270
C: -3.618936 6.980755 -0.884502  -1.358
H: 1.883354 -4.835655 3.651048  0.276
H: 7.738944 -4.370965 2.677918  0.310
H: -1.562746 -6.500835 0.202588  0.332
H: -5.483406 1.556445 -4.858212  0.309
H: -2.065496 5.608665 -1.123352  0.358
H: 0.690424 -2.927975 2.751158  0.313
H: -4.039046 -4.635835 -0.608902  0.279
H: -0.921516 -3.804585 2.879708  0.261
H: 6.154174 2.796725 -3.210962  0.098
H: -2.943826 7.818115 -0.708042  0.316
H: -4.292506 -3.511235 -1.863512  0.418
H: -1.695396 -8.154925 -1.664222  0.380
H: 6.568584 -4.114795 5.773118  0.325
H: 6.073124 -1.258215 4.486108  0.291
H: -1.946026 -2.569385 -1.378382  0.375
H: -3.635626 4.937325 -0.976512  0.232
H: 0.036574 3.589145 -5.301682  0.270
H: -6.620896 1.569235 -3.578982  0.363
H: 8.188764 -3.494745 5.176368  0.317
H: 5.972304 -4.315435 2.161568  0.302
H: -4.335136 7.486345 -1.532212  0.356
H: -4.214086 2.095335 -2.626732  0.322
H: -0.103076 -7.437205 -0.115672  0.331
H: 1.194174 4.841305 -5.195502  0.365
H: 1.244354 5.693085 -0.903222  0.072
H: 0.521284 -4.419495 4.758998  0.386
H: -0.553096 5.867115 -3.996782  0.329
H: -1.122686 6.392545 -5.506402  0.369
H: -1.924936 -6.528275 -2.374502  0.217
H: -2.920126 -4.603655 -2.079902  0.119
H: 6.543564 -5.102615 3.604468  0.318
H: 5.340804 2.430895 3.361458  0.099
H: -5.085866 3.701905 -2.690942  0.237
H: 0.403514 -5.765485 3.685418  0.332
H: -0.381306 -7.560995 -2.442462  0.300
H: -4.218146 6.911285 0.023348  0.379
H: -6.369626 3.048255 -4.536592  0.292
H: 0.287014 4.764925 -6.668642  0.289
H: -3.181266 -2.521025 -0.044622  0.264
H: 6.940674 -2.437525 5.914128  0.324

Forces on the atoms, in the same order (eV/Å):
1.56 2.74 0.98
0.69 1.06 -0.90
1.86 -0.85 2.62
0.37 -0.99 -0.86
0.31 0.09 -1.11
-0.75 0.03 0.32
0.32 -1.90 1.18
-0.96 0.66 -0.44
-0.44 -1.01 0.67
0.60 0.83 0.25
2.01 0.85 -2.20
-0.40 -0.03 0.29
0.84 0.89 -0.18
-0.51 -1.18 -0.67
-1.76 1.81 -1.28
-2.91 -0.99 4.17
-0.17 -0.95 -0.30
-1.23 -2.49 0.60
-0.02 -1.21 -0.55
0.62 0.46 1.19
-0.05 1.20 -2.87
-0.61 -0.97 -0.29
1.51 -0.45 3.13
-0.66 -0.06 -1.88
1.38 -0.42 2.09
0.05 -0.72 0.25
-1.59 -0.69 1.23
0.58 0.74 -1.04
0.01 -1.03 1.08
-1.77 0.48 -2.55
-0.49 -0.61 0.36
2.26 0.16 -0.10
-0.07 -0.84 0.73
-1.46 0.41 0.66
0.60 1.31 -1.20
-0.75 -0.45 -1.18
0.92 0.82 -0.50
-1.18 2.43 -0.84
-0.04 0.30 0.01
0.03 0.43 -0.63
0.06 0.37 -0.19
0.29 0.15 -0.10
0.11 -0.18 -0.09
-0.39 0.24 -0.66
0.39 -0.43 -0.07
0.08 0.59 0.40
-0.19 0.23 0.45
0.71 -0.49 0.03
0.21 0.32 -0.23
-0.70 0.03 0.16
0.34 -0.35 -0.08
-0.27 0.24 -0.33
0.21 0.02 0.40
-0.20 -0.61 -0.89
-0.21 0.05 -0.28
0.26 0.37 0.72
-0.03 -0.22 0.41
0.26 0.70 0.04
-0.31 -0.27 -0.57
-0.12 0.07 0.34
0.41 0.53 0.31
0.13 0.25 0.02
0.32 0.08 0.30
0.30 0.25 0.04
-0.38 -0.69 0.52
0.68 0.18 -0.39
0.34 -0.15 -0.16
-0.48 -0.58 0.04
-0.28 -0.41 -0.05
-0.30 0.29 -0.41
-0.68 -0.63 0.92
-0.06 -0.12 -0.12
0.14 0.90 -0.38
0.40 -0.85 0.18
-0.29 -0.22 -0.22
-0.31 -0.34 -0.05
0.71 0.61 0.21
0.14 0.17 -0.43

HOMO level, eV: -1.04
Net charge: -2
Total energy, eV: -138680.0967
LUMO, eV: 2.861
Orbital gap, hartree: 0.143

=====

Question: orbital gap of number 1 (C15H39O5P)?
Answer: 0.321 hartree

=====

Question: Among the records above, which one has the lowest HOMO level?
Answer: C15H39O5P

=====

Question: Which formula does entry 1 have?
Answer: C15H39O5P

=====

Question: Among the records above, which one has the lowest HOMO level?
Answer: C15H39O5P